ORCA calculation (ωB97M-V with the def2-TZVPD basis set) on a single C3H5FOS molecule in a non-equilibrium geometry.

## Properties
- SMILES: O=C[C@@H](S)CF
- HOMO level: -9.36 eV
- Calculated total energy: -18791.3432 eV
- M: 108.14 g mol⁻¹
- Total charge: 0
- LUMO: 0.599 eV
- Spin multiplicity: 1

Each line ends with the Mulliken charge.
Atoms and positions in Å:
O1 1.954 -1.088 -0.384  -0.4669
C1 0.864 -1.226 0.151  0.0057
C2 -0.038 -0.088 0.606  0.0605
S1 0.427 1.518 -0.073  -0.2154
C3 -1.518 -0.370 0.518  -0.4733
F1 -1.886 -0.398 -0.816  -0.2775
H1 0.386 -2.196 0.304  0.3039
H2 0.277 -0.116 1.676  0.2818
H3 1.795 1.325 -0.039  0.1467
H4 -1.685 -1.322 1.050  0.3082
H5 -2.119 0.421 0.944  0.3264